Entry 1:
{"formula": "C5H6N2", "method": "ωB97M-V/def2-TZVPD", "total_charge": 0, "total_energy_ha": -303.5687, "e_above_lowest_kj_mol": 176.9, "symbols": ["C", "C", "C", "N", "C", "C", "N", "H", "H", "H", "H", "H", "H"], "coordinates": [[-0.0314, 1.1115, 0.6733], [0.6183, 0.0480, 1.5892], [0.1429, -0.8142, 0.4505], [0.7232, -1.4603, -0.5118], [-0.0155, -1.0723, -1.6345], [-0.9643, -0.1492, -1.3234], [-0.8944, 0.0363, 0.0567], [0.6668, 1.4163, -0.1151], [-0.5655, 1.9680, 1.0825], [1.6951, 0.0896, 1.7478], [0.0783, -0.0879, 2.5287], [0.2467, -1.4462, -2.6154], [-1.7004, 0.3605, -1.9287]]}


Entry 2:
{"formula": "C5H6N2", "method": "ωB97M-V/def2-TZVPD", "total_charge": 0, "total_energy_ha": -303.5182, "e_above_lowest_kj_mol": 309.4, "smiles": "N#C[C@H]1[C@H]2CCN21", "symbols": ["N", "C", "C", "C", "C", "C", "N", "H", "H", "H", "H", "H", "H"], "coordinates": [[2.1716, 0.3861, 1.8487], [1.6875, 0.3332, 0.7984], [1.1189, 0.3265, -0.5394], [-0.0205, -0.5352, -0.9630], [-0.8583, -0.9672, 0.2014], [-0.9214, 0.7052, 0.4734], [-0.1947, 0.9204, -0.7912], [1.8385, 0.5720, -1.3108], [0.0639, -1.0173, -1.9318], [-1.9161, -1.1329, 0.0177], [-0.5061, -1.9463, 0.6017], [-1.9672, 0.9928, 0.3407], [-0.4962, 1.3626, 1.2542]]}


Entry 3:
{"formula": "C5H6N2", "method": "ωB97M-V/def2-TZVPD", "total_charge": 0, "total_energy_ha": -303.5821, "e_above_lowest_kj_mol": 141.7, "smiles": "Nc1cccnc1", "symbols": ["C", "C", "C", "C", "C", "H", "H", "H", "H", "H", "H", "N", "N"], "coordinates": [[0.7581, -0.2433, -0.1826], [0.0984, 1.0925, -0.1653], [-1.2528, 1.0595, -0.0509], [-1.8766, -0.1875, -0.1262], [-0.0302, -1.3350, -0.0397], [2.6418, -1.1515, -0.1416], [2.4803, 0.6730, 0.3135], [0.6838, 2.1058, -0.1766], [-1.8582, 1.9025, 0.4223], [-2.9566, -0.2006, 0.0272], [0.5166, -2.1738, 0.2803], [2.1719, -0.1528, -0.0596], [-1.3763, -1.3889, -0.1008]]}


Entry 4:
{"formula": "C5H6N2", "method": "ωB97M-V/def2-TZVPD", "total_charge": 0, "total_energy_ha": -303.4108, "e_above_lowest_kj_mol": 591.5, "symbols": ["C", "C", "C", "C", "N", "C", "N", "H", "H", "H", "H", "H", "H"], "coordinates": [[0.4309, 1.3588, 0.1912], [-0.3907, 0.3064, -0.3804], [-0.9742, -0.8165, -0.3991], [1.0306, -1.7774, 1.1282], [-0.1897, -1.5570, 0.8951], [-1.6473, 0.9427, -1.7083], [-1.8587, 1.8831, -2.3586], [-1.5604, -1.5546, -0.9105], [0.4845, 2.2316, -0.4642], [0.0276, 1.7171, 1.1408], [1.4747, 1.0587, 0.3357], [1.8727, -1.1802, 0.7410], [1.3000, -2.6128, 1.7889]]}


Entry 5:
{"formula": "C5H6N2", "method": "ωB97M-V/def2-TZVPD", "total_charge": 0, "total_energy_ha": -303.4738, "e_above_lowest_kj_mol": 426.1, "symbols": ["C", "C", "C", "C", "C", "N", "N", "H", "H", "H", "H", "H", "H"], "coordinates": [[1.7888, 0.6143, 0.8527], [1.0770, -0.3190, 1.7092], [0.9956, 0.8358, -0.2318], [-2.2073, -0.6231, -1.0518], [-1.0608, 0.0233, -1.1660], [-0.0923, -0.7067, 1.4892], [-0.2357, 0.4210, -0.2228], [2.7381, 0.9566, 1.2626], [1.7029, -0.6186, 2.5750], [1.3736, 1.3414, -1.0238], [-2.7295, -1.0533, -1.9342], [-2.5911, -0.8911, -0.0347], [-0.7594, 0.0194, -2.2236]]}


Entry 6:
{"formula": "C5H6N2", "method": "ωB97M-V/def2-TZVPD", "total_charge": 0, "total_energy_ha": -303.4805, "e_above_lowest_kj_mol": 408.4, "symbols": ["N", "C", "C", "C", "C", "C", "N", "H", "H", "H", "H", "H", "H"], "coordinates": [[2.2754, 0.0702, 1.5620], [1.4085, 0.4599, 0.8937], [1.0544, 0.4546, -0.5173], [0.0464, -0.5062, -0.9757], [-0.9509, -0.9121, 0.1045], [-1.0407, 0.6038, 0.3669], [-0.3430, 0.9284, -0.8903], [1.9021, 0.7233, -1.1433], [0.1708, -0.9906, -1.9382], [-1.8020, -1.4216, -0.3607], [-0.5998, -1.4838, 0.9659], [-1.9262, 1.1820, 0.6413], [-0.1019, 0.8195, 1.2989]]}


Entry 7:
{"formula": "C5H6N2", "method": "ωB97M-V/def2-TZVPD", "total_charge": 0, "total_energy_ha": -303.5478, "e_above_lowest_kj_mol": 231.9, "smiles": "N#C[C@H]1[C@H]2CCN21", "symbols": ["N", "C", "C", "C", "C", "C", "N", "H", "H", "H", "H", "H", "H"], "coordinates": [[2.5999, -0.1878, 1.3829], [1.8962, 0.0904, 0.5054], [1.0913, 0.3003, -0.6835], [-0.1389, -0.4993, -0.8881], [-0.9048, -0.7178, 0.4148], [-0.9339, 0.8218, 0.5204], [-0.2036, 0.9885, -0.7729], [1.6949, 0.5268, -1.5590], [-0.3019, -1.0375, -1.8189], [-1.8920, -1.1555, 0.2548], [-0.3972, -1.2717, 1.2103], [-1.9342, 1.2485, 0.4114], [-0.4377, 1.2872, 1.3768]]}


Entry 8:
{"formula": "C5H6N2", "method": "ωB97M-V/def2-TZVPD", "total_charge": 0, "total_energy_ha": -303.5554, "e_above_lowest_kj_mol": 211.7, "smiles": "N#C/C=C\\N1CC1", "symbols": ["N", "C", "C", "C", "C", "C", "N", "H", "H", "H", "H", "H", "H"], "coordinates": [[2.8190, -0.6740, 1.1310], [2.2694, -0.5324, 0.1207], [1.5462, -0.2953, -1.0950], [0.3384, 0.2856, -1.0134], [-0.9641, -0.4721, 0.9090], [-1.5966, 0.8081, 0.4950], [-0.1990, 0.5693, 0.2401], [1.9984, -0.5804, -2.0377], [-0.2283, 0.5520, -1.9074], [-1.2075, -1.3468, 0.3057], [-0.6948, -0.6786, 1.9402], [-2.3034, 0.7911, -0.3338], [-1.7778, 1.5735, 1.2457]]}


Entry 9:
{"formula": "C5H6N2", "method": "ωB97M-V/def2-TZVPD", "total_charge": 0, "total_energy_ha": -303.3867, "e_above_lowest_kj_mol": 654.7, "smiles": "C=C=NN1C=C1C", "symbols": ["C", "C", "C", "C", "C", "N", "N", "H", "H", "H", "H", "H", "H"], "coordinates": [[-0.3619, 1.4598, 0.1706], [0.6761, 0.9605, 0.7705], [-0.6941, -0.9103, -1.2105], [-1.7732, -1.4893, -1.6011], [1.5107, 0.1279, 1.6426], [0.6630, 0.9111, -0.8623], [0.4259, -0.3722, -1.2408], [-1.0163, 2.3248, 0.0664], [-2.6185, -1.8811, -1.0002], [-2.0961, -1.1635, -2.6200], [1.8277, -0.8140, 1.3893], [1.0916, 0.2069, 2.6743], [2.3652, 0.6393, 1.8212]]}


Entry 10:
{"formula": "C5H6N2", "method": "ωB97M-V/def2-TZVPD", "total_charge": 0, "total_energy_ha": -303.4862, "e_above_lowest_kj_mol": 393.5, "symbols": ["N", "C", "C", "C", "C", "C", "N", "H", "H", "H", "H", "H", "H"], "coordinates": [[2.3113, 0.6712, 1.7319], [1.7842, 0.6134, 0.7040], [1.0380, 0.4886, -0.5498], [0.2774, -0.7474, -0.7815], [-0.9784, -0.9068, -0.0261], [-0.9856, 0.6277, 0.4762], [-0.2506, 1.0909, -0.6789], [1.6537, 0.7508, -1.4135], [0.7171, -1.5495, -1.3854], [-1.8640, -0.8115, -0.6488], [-1.0595, -1.8695, 0.5128], [-1.9784, 1.0750, 0.5264], [-0.4684, 0.7213, 1.4389]]}


Entry 11:
{"formula": "C5H6N2", "method": "ωB97M-V/def2-TZVPD", "spin_multiplicity": 3, "total_charge": 0, "total_energy_ha": -303.4097, "e_above_lowest_kj_mol": 165.1, "symbols": ["C", "C", "C", "C", "C", "N", "N", "H", "H", "H", "H", "H", "H"], "coordinates": [[-3.0729, -0.0176, -0.0478], [0.3382, 1.1932, -0.0065], [-1.0294, 1.3097, 0.0230], [0.7970, -0.2687, -0.0014], [-0.4491, -1.1081, 0.0649], [-4.2123, -0.2316, 0.0517], [-1.8019, 0.1514, -0.0150], [1.0780, 1.9390, 0.2233], [-1.5827, 2.3158, 0.1286], [1.4853, -0.5172, -0.8571], [1.3159, -0.6606, 0.8751], [-0.5195, -1.9145, -0.6724], [-0.7282, -1.4527, 0.9937]]}


Entry 12:
{"formula": "C5H6N2", "method": "ωB97M-V/def2-TZVPD", "spin_multiplicity": 3, "total_charge": 2, "total_energy_ha": -302.5669, "symbols": ["C", "C", "C", "C", "C", "N", "N", "H", "H", "H", "H", "H", "H"], "coordinates": [[-1.8004, -2.0095, -0.5359], [-0.5763, -1.3539, -0.6644], [0.7764, 1.9900, -0.6628], [0.3758, 0.3638, 1.3448], [0.6670, -0.4800, 0.0949], [-1.1600, -1.9222, -1.6982], [0.5784, 0.9723, 0.0825], [-2.4980, -2.2247, 0.2169], [1.0240, 1.8940, -1.6363], [0.7498, 3.0026, -0.3295], [-0.7008, 0.5192, 1.6286], [1.0430, 0.4133, 2.1668], [1.5212, -1.1649, -0.0074]]}


Entry 13:
{"formula": "C5H6N2O", "method": "ωB97M-V/def2-TZVPD", "total_charge": 0, "total_energy_ha": -378.7311, "e_above_lowest_kj_mol": 367.2, "smiles": "CC(=O)N1C[C@@H]1C#N", "symbols": ["C", "C", "C", "C", "C", "H", "H", "H", "H", "H", "H", "N", "N", "O"], "coordinates": [[-1.7299, 0.7069, -1.7335], [-0.9139, -0.2586, -1.1424], [-0.3267, 0.7332, 0.8775], [0.5143, -0.4287, 0.9401], [1.8374, -0.0040, 1.3676], [-2.2449, 1.3768, -1.0134], [-2.6772, 0.2396, -2.0987], [-1.3405, 1.3912, -2.6702], [-1.4372, 0.2828, 1.0458], [0.1461, 1.6129, 1.2210], [-0.0392, -1.4425, 0.8596], [0.1316, 0.2865, -0.2748], [2.9634, 0.2657, 1.7332], [-1.2949, -1.4774, -1.1761]]}


Entry 14:
{"formula": "C5H6N2O", "method": "ωB97M-V/def2-TZVPD", "total_charge": 0, "total_energy_ha": -378.8210, "e_above_lowest_kj_mol": 131.1, "smiles": "C=Cn1cc(O)cn1", "symbols": ["C", "C", "C", "C", "C", "H", "H", "H", "H", "H", "H", "N", "N", "O"], "coordinates": [[-0.4965, 1.3256, 1.1661], [-1.5287, 0.7560, 0.3633], [1.0698, -1.1489, -0.8820], [0.6963, -2.1118, -1.6922], [0.6362, 0.6890, 0.7449], [-1.4169, 2.7557, 2.0709], [-2.5657, 0.9931, 0.4496], [2.1485, -0.8800, -0.7262], [-0.3698, -2.3167, -1.8564], [1.4809, -2.6952, -2.2222], [1.6599, 0.6959, 1.1462], [-1.0551, -0.1564, -0.4417], [0.2663, -0.2173, -0.2310], [-0.5253, 2.3108, 2.1107]]}


Entry 15:
{"formula": "C5H6N2O", "method": "ωB97M-V/def2-TZVPD", "total_charge": 0, "total_energy_ha": -378.7597, "e_above_lowest_kj_mol": 292.2, "smiles": "C[C@]12C(=O)N1C=C2N", "symbols": ["C", "C", "C", "C", "N", "C", "N", "O", "H", "H", "H", "H", "H", "H"], "coordinates": [[0.5596, 1.4882, -0.7687], [1.6139, -0.2772, 0.8021], [-0.7641, -0.5988, 0.1740], [0.4367, 0.2834, 0.1049], [-2.0878, -0.2240, 0.2359], [-0.0618, -1.7246, -0.0113], [1.2561, -1.1340, -0.1837], [2.5566, 0.0561, 1.4471], [-2.2941, 0.5441, 0.8593], [-2.7395, -0.9954, 0.3281], [-0.2255, -2.7814, -0.0123], [-0.3090, 2.1384, -0.6086], [0.5762, 1.1885, -1.8211], [1.4827, 2.0367, -0.5458]]}


Entry 16:
{"formula": "C5H6N2O", "method": "ωB97M-V/def2-TZVPD", "total_charge": 0, "total_energy_ha": -378.8062, "e_above_lowest_kj_mol": 170.0, "smiles": "CCC(O)(C#N)C#N", "symbols": ["C", "C", "C", "C", "C", "H", "H", "H", "H", "H", "H", "N", "N", "O"], "coordinates": [[-1.6642, -0.1928, -0.6661], [-0.7897, -0.1012, 0.6146], [0.7166, -0.0052, 0.2449], [0.9751, 1.3725, -0.4789], [1.3075, -1.1774, -0.4893], [-2.3705, 0.6563, -0.5429], [-1.0890, -0.1802, -1.5842], [-2.1961, -1.1082, -0.4674], [-0.8923, -0.8891, 1.4165], [-1.1253, 0.8527, 1.0817], [2.3733, 0.4448, 1.3349], [1.4709, 2.2767, -0.9652], [1.8672, -2.0768, -0.9073], [1.4165, 0.1281, 1.4088]]}


Entry 17:
{"formula": "C5H6N2O", "method": "ωB97M-V/def2-TZVPD", "total_charge": 0, "total_energy_ha": -378.6858, "e_above_lowest_kj_mol": 486.1, "smiles": "C=N/N=C1\\CC=CO1", "symbols": ["C", "C", "C", "C", "C", "H", "H", "H", "H", "H", "H", "N", "N", "O"], "coordinates": [[3.2838, -0.1094, 0.0204], [-0.2097, -0.6684, -0.0134], [-0.8043, 0.8034, 0.1180], [-2.3087, 0.6680, -0.1702], [-2.3700, -0.6976, -0.0723], [3.6787, -1.2300, 0.3272], [3.9458, 0.8342, 0.0633], [-0.4257, 1.4738, 1.0526], [-0.1604, 1.2868, -0.8120], [-3.0561, 1.4789, -0.4581], [-3.1236, -1.2696, 0.3514], [1.9347, 0.0211, -0.1846], [0.9276, -1.1274, -0.2530], [-1.3118, -1.4639, 0.0306]]}